The following is a DFT calculation (wB97M-V/def2-TZVPD) of a structure of composition C51H41InN10OP3.

```
! wB97M-V def2-TZVPD RIJCOSX def2/J DEFGRID3
* xyz -1 1
In -0.1539 -0.8422 -0.6953
C 1.4466 2.4455 0.3428
P 1.0284 2.1165 2.1353
C 0.0338 3.5922 2.6528
C -1.3551 3.4519 2.6243
C -2.2006 4.4658 3.0553
C -1.6635 5.6477 3.5475
C -0.2829 5.8007 3.6002
C 0.5583 4.7846 3.1596
C 2.6082 2.5210 2.9913
C 2.6394 2.2383 4.3594
C 3.7433 2.5626 5.1343
C 4.8509 3.1627 4.5465
C 4.8503 3.4102 3.1807
C 3.7386 3.0867 2.4071
C 2.3032 1.2889 -0.1179
C 3.6814 1.2270 -0.2234
C 4.0385 -0.1303 -0.4249
C 2.8650 -0.8411 -0.4719
C 2.5828 -2.3205 -0.4658
P 1.4389 -2.5421 1.0029
C 2.6918 -2.2711 2.3210
C 2.8742 -0.9756 2.7980
C 3.9082 -0.6807 3.6776
C 4.7709 -1.6853 4.0922
C 4.5910 -2.9860 3.6315
C 3.5590 -3.2786 2.7484
C 1.0963 -4.3241 1.1222
C 1.2578 -5.1975 0.0512
C 0.8446 -6.5206 0.1548
C 0.2724 -6.9805 1.3300
C 0.1036 -6.1127 2.4045
C 0.5029 -4.7902 2.2972
N 1.7975 0.0178 -0.3111
H 0.5190 2.5120 -0.2319
H 1.9803 3.3895 0.2431
H -1.7805 2.5200 2.2748
H -3.2746 4.3203 3.0160
H -2.3121 6.4438 3.8938
H 0.1443 6.7188 3.9922
H 1.6323 4.9272 3.2102
H 1.7778 1.7602 4.8170
H 3.7453 2.3428 6.1952
H 5.7094 3.4347 5.1497
H 5.7171 3.8605 2.7106
H 3.7693 3.2733 1.3427
H 4.3688 2.0577 -0.1318
H 5.0387 -0.5294 -0.5229
H 2.0553 -2.6231 -1.3763
H 3.4885 -2.9128 -0.3660
H 2.2039 -0.1913 2.4697
H 4.0411 0.3388 4.0256
H 5.5865 -1.4579 4.7701
H 5.2631 -3.7741 3.9528
H 3.4264 -4.2928 2.3891
H 1.6914 -4.8417 -0.8765
H 0.9548 -7.1847 -0.6939
H -0.0529 -8.0111 1.4089
H -0.3539 -6.4680 3.3199
H 0.3489 -4.1032 3.1232
N 0.1461 -3.1797 -3.5360
C -0.6735 -3.5612 -2.4876
N -1.4346 -4.6366 -2.4983
N -2.0315 -4.6396 -1.2769
N -1.6464 -3.6271 -0.5798
N -0.7550 -2.9117 -1.3240
C 0.5336 -1.8639 -3.7308
N 1.0168 -1.4076 -4.8691
N 1.2945 -0.1043 -4.6204
N 0.9952 0.2009 -3.4059
N 0.5046 -0.9122 -2.7988
H 0.0477 -3.7188 -4.3789
O -1.8645 -1.0871 1.8000
C -1.9414 -0.7910 0.6287
C -3.3017 -0.5490 0.0128
C -4.3797 -1.2024 0.6147
C -5.6577 -1.0756 0.1078
C -5.8830 -0.2366 -0.9798
C -4.8218 0.4177 -1.5794
C -3.5101 0.2435 -1.1242
P -2.1007 0.9455 -2.1184
C -2.3631 -0.0303 -3.6558
C -2.9166 -1.3109 -3.6092
C -3.0410 -2.0690 -4.7658
C -2.6164 -1.5566 -5.9831
C -2.0253 -0.3006 -6.0338
C -1.8820 0.4495 -4.8764
C -2.7622 2.6130 -2.5503
C -3.6142 2.8830 -3.6227
C -4.0081 4.1852 -3.9030
C -3.5576 5.2410 -3.1208
C -2.7050 4.9870 -2.0556
C -2.3056 3.6849 -1.7842
H -4.1762 -1.8231 1.4796
H -6.4773 -1.6256 0.5565
H -6.8858 -0.1049 -1.3716
H -5.0091 1.0697 -2.4239
H -3.2456 -1.7319 -2.6653
H -3.4565 -3.0685 -4.7042
H -2.7314 -2.1408 -6.8880
H -1.6470 0.0849 -6.9736
H -1.3651 1.4011 -4.9129
H -3.9732 2.0780 -4.2510
H -4.6631 4.3737 -4.7467
H -3.8666 6.2557 -3.3436
H -2.3321 5.8000 -1.4433
H -1.6211 3.5023 -0.9703
*
```

Computed properties:
- HOMO-LUMO gap: 7.20 eV
- Largest force on an atom: 0.659 eV/Å
- Energy above the lowest of the compared OMol25 structures with the same formula, charge and spin: 8.4 kcal per mole
- HOMO: -0.180 Ha

Löwdin population analysis, charges in e, atoms 1 to 4: atom 1 (In): 0.662, atom 2 (C): -0.271, atom 3 (P): 1.096, atom 4 (C): -0.360


The following is a DFT calculation (wB97M-V/def2-TZVPD) of a structure of composition C51H46ILaPSi2 at a distorted geometry.

```
! wB97M-V def2-TZVPD RIJCOSX def2/J DEFGRID3
* xyz 1 1
La -0.7152 1.3581 0.3173
C -0.8234 3.7536 -1.0896
C -0.5937 4.2083 0.2375
C -1.5409 3.8771 1.2677
C -2.7388 3.1507 0.9377
C -2.9444 2.6832 -0.3891
C -1.9710 2.9703 -1.3843
H -0.1347 4.0642 -1.8869
H 0.3189 4.7753 0.4427
H -1.3462 4.2309 2.2819
H -3.4809 2.9592 1.6947
H -3.8251 2.1286 -0.6558
H -2.1670 2.6782 -2.4178
I 1.0713 1.7242 2.9308
C 1.6531 0.0254 4.2041
C 2.9280 0.1417 4.6898
C 3.4046 -0.6559 5.7515
C 2.5521 -1.5445 6.3342
C 1.1898 -1.6855 5.8869
C 0.3259 -2.5576 6.6053
C -0.9667 -2.6507 6.1403
C -1.4030 -2.0179 4.9984
C -0.5406 -1.1724 4.2594
P -1.0955 -0.7532 2.6049
C -2.7564 -0.0843 2.9087
C -3.7778 -0.3025 1.9596
C -5.0698 0.1461 2.2318
C -5.3147 0.9749 3.3445
C -4.3195 1.0944 4.3137
C -3.0392 0.5350 4.1185
C -1.3028 -2.3655 1.8217
C -0.1785 -2.8285 1.1382
C -0.2298 -4.0378 0.4726
C -1.4443 -4.7595 0.4247
C -2.5487 -4.3070 1.1062
C -2.4849 -3.1343 1.8590
C 0.7577 -0.9121 4.7532
H 3.5590 0.9037 4.2314
H 4.4111 -0.5241 6.1628
H 2.9166 -2.1874 7.1225
H 0.7011 -3.1284 7.4679
H -1.6921 -3.2656 6.6564
H -2.4587 -2.1241 4.7261
H -3.5664 -0.7796 0.9847
H -5.8889 -0.0782 1.5498
H -6.2680 1.4835 3.4468
H -4.4779 1.6565 5.2209
H -2.2421 0.6089 4.8824
H 0.7477 -2.2823 1.1938
H 0.6938 -4.4744 0.0503
H -1.5396 -5.6693 -0.1739
H -3.5033 -4.8465 1.0397
H -3.3053 -2.8347 2.5107
C -2.7471 -4.0572 -3.1533
Si -2.9488 -2.2153 -3.6161
C -2.1523 -1.9576 -5.2880
C -4.7735 -1.6761 -3.6663
C -2.0666 -1.1972 -2.2949
C -1.4811 -0.6457 -1.3663
H -3.0466 -4.6938 -3.9821
H -3.4135 -4.3194 -2.3092
H -1.7045 -4.2222 -2.8539
H -2.1409 -2.9191 -5.8259
H -1.1507 -1.5755 -5.1897
H -2.7099 -1.2245 -5.8914
H -5.4156 -2.2309 -4.3627
H -4.8366 -0.6155 -3.9948
H -5.2500 -1.7433 -2.6953
C 6.4158 0.5764 0.3668
C 6.2375 1.6208 -0.5848
C 5.0070 1.8323 -1.1777
C 3.8845 1.0679 -0.8194
C 4.0524 0.0358 0.1329
C 5.3222 -0.2174 0.6977
Si 2.2887 1.2836 -1.7912
C 2.3534 3.0412 -2.4339
C 2.8495 4.0438 -1.6094
C 2.7423 5.3917 -1.9772
C 2.1233 5.7713 -3.1662
C 1.5940 4.7413 -3.9947
C 1.7854 3.4105 -3.6589
C 2.2835 0.1896 -3.3088
C 3.1342 0.4579 -4.3885
C 3.2575 -0.4461 -5.4519
C 2.5335 -1.6500 -5.4477
C 1.6587 -1.8859 -4.3858
C 1.5308 -0.9980 -3.3048
H 7.3748 0.3992 0.8414
H 7.0736 2.2550 -0.8674
H 4.9125 2.6021 -1.9478
H 3.1857 -0.5687 0.4155
H 5.4517 -0.9949 1.4400
H 3.3146 3.7762 -0.6433
H 3.2418 6.1448 -1.3436
H 2.0128 6.8186 -3.4626
H 1.0209 4.9939 -4.8927
H 1.4794 2.6117 -4.3476
H 3.7108 1.3968 -4.3856
H 3.9432 -0.1966 -6.2464
H 2.6067 -2.3803 -6.2658
H 1.0876 -2.7994 -4.3032
H 0.8327 -1.1999 -2.4842
*
```

Computed properties:
- HOMO-LUMO gap (spin up / spin down): 4.72 / 4.73 eV
- Largest force on an atom: 4.759 eV/Å
- Energy above the lowest of the compared OMol25 structures with the same formula, charge and spin: 0.0 kcal per mole
- HOMO (spin up / spin down): -0.318 / -0.318 Ha

Löwdin population analysis, charges in e, atoms 1 to 4: atom 1 (La): 1.367, atom 2 (C): -0.136, atom 3 (C): -0.118, atom 4 (C): -0.149


The following is a DFT calculation (wB97M-V/def2-TZVPD) of a structure of composition C51H47AsBN9PS5Y.

```
! wB97M-V def2-TZVPD RIJCOSX def2/J DEFGRID3
* xyz 0 1
Y 0.4410 0.4052 -0.2853
C -2.6555 -0.4272 -3.6493
C -2.1019 0.3501 -2.6334
N -1.0554 -0.2681 -2.0842
N -0.9211 -1.4481 -2.7336
C -1.8690 -1.5609 -3.6734
B 0.1792 -2.4622 -2.3837
N 1.5806 -1.8133 -2.4876
C 2.5919 -2.1764 -3.2821
C 3.7080 -1.4312 -2.9518
C 3.2719 -0.6142 -1.9158
N 1.9894 -0.8502 -1.6246
N 0.0068 -2.9602 -0.9322
C 0.0706 -4.2284 -0.5040
C -0.0060 -4.2329 0.8734
C -0.1049 -2.8822 1.2058
N -0.1086 -2.1112 0.1196
H -3.5092 -0.2023 -4.2637
H -2.4035 1.3210 -2.2694
H -1.9143 -2.4404 -4.2944
H 0.1149 -3.3977 -3.1384
H 2.4448 -2.9365 -4.0316
H 4.6826 -1.4592 -3.4058
H 3.8233 0.1361 -1.3751
H 0.1672 -5.0365 -1.2103
H 0.0233 -5.0795 1.5366
H -0.1903 -2.4395 2.1857
S 0.0622 2.0876 2.0299
S -0.9288 5.2527 1.2660
S 0.1871 3.7205 0.7222
S -0.5626 2.8544 -1.0177
N 2.7150 1.8588 0.3805
C 3.9816 1.3133 0.7253
C 5.1599 1.9198 0.3049
C 6.3842 1.3628 0.6371
C 6.4433 0.1985 1.3932
C 5.2668 -0.4154 1.7899
C 4.0242 0.1261 1.4631
P 2.4450 -0.7414 1.7719
C 2.9861 -2.5015 1.7382
C 2.7870 -3.3505 2.8245
C 3.1465 -4.6912 2.7539
C 3.6997 -5.2047 1.5921
C 3.8979 -4.3677 0.5003
C 3.5444 -3.0292 0.5727
C 2.0692 -0.5134 3.5417
C 3.0609 -0.4153 4.5160
C 2.7203 -0.3100 5.8561
C 1.3839 -0.3098 6.2382
C 0.3887 -0.3943 5.2764
C 0.7349 -0.4834 3.9346
H 2.7840 2.6596 -0.2404
H 2.2021 2.1325 1.2222
H 5.1090 2.8279 -0.2841
H 7.2967 1.8413 0.3053
H 7.3980 -0.2392 1.6527
H 5.3121 -1.3510 2.3351
H 2.3489 -2.9694 3.7380
H 2.9905 -5.3330 3.6119
H 3.9777 -6.2496 1.5360
H 4.3300 -4.7567 -0.4134
H 3.7097 -2.3941 -0.2880
H 4.1057 -0.4195 4.2304
H 3.4989 -0.2262 6.6035
H 1.1205 -0.2353 7.2857
H -0.6563 -0.3762 5.5565
H -0.0556 -0.5102 3.1927
C -0.7466 6.0147 -3.2091
C -0.0746 5.0211 -4.0986
C -0.1659 4.9628 -5.4571
C 0.4846 3.8895 -6.1022
N 1.2232 2.9958 -5.4759
C 1.3670 3.0915 -4.1289
S 2.2845 2.0420 -3.1873
N 0.6790 4.0892 -3.4917
C 0.3181 3.6955 -7.5799
H -1.2575 6.7720 -3.7982
H -0.0188 6.4977 -2.5564
H -1.4703 5.5086 -2.5655
H -0.7425 5.6915 -6.0067
H 0.6501 3.9978 -2.4753
H 0.1113 4.6354 -8.0902
H -0.5244 3.0226 -7.7553
H 1.2087 3.2293 -7.9943
C -3.4292 -1.6858 5.1851
C -3.1447 -2.5517 4.1363
C -2.8350 -2.0462 2.8805
C -2.8006 -0.6707 2.6644
C -3.0771 0.1919 3.7181
C -3.3982 -0.3157 4.9723
As -2.3374 0.0431 0.9018
C -3.5775 1.5360 0.8372
C -3.4355 2.7906 1.4018
C -4.4455 3.7307 1.2344
C -5.5862 3.4125 0.5105
C -5.7276 2.1528 -0.0576
C -4.7222 1.2078 0.1015
C -4.7552 -0.1686 -0.4508
C -5.7710 -0.7161 -1.2278
C -5.6645 -2.0227 -1.6843
C -4.5454 -2.7900 -1.3789
C -3.5229 -2.2469 -0.6103
C -3.6415 -0.9454 -0.1448
H -3.6800 -2.0790 6.1621
H -3.1714 -3.6231 4.2921
H -2.6435 -2.7337 2.0670
H -3.0498 1.2632 3.5668
H -3.6264 0.3667 5.7816
H -2.5440 3.0541 1.9541
H -4.3207 4.7184 1.6589
H -6.3680 4.1501 0.3797
H -6.6200 1.9136 -0.6230
H -6.6458 -0.1292 -1.4797
H -6.4589 -2.4448 -2.2869
H -4.4666 -3.8060 -1.7450
H -2.6385 -2.8345 -0.3910
*
```

Computed properties:
- HOMO-LUMO gap: 7.47 eV
- Largest force on an atom: 0.517 eV/Å
- Energy above the lowest of the compared OMol25 structures with the same formula, charge and spin: 0.0 kcal per mole
- HOMO: -0.258 Ha

Löwdin population analysis, charges in e, atoms 1 to 4: atom 1 (Y): 0.919, atom 2 (C): -0.040, atom 3 (C): -0.175, atom 4 (N): -0.063


The following is a DFT calculation (wB97M-V/def2-TZVPD) of a structure of composition C51H48BaN4O8S at a distorted geometry.

```
! wB97M-V def2-TZVPD RIJCOSX def2/J DEFGRID3
* xyz -2 1
Ba -0.7116 0.3468 -0.4939
C 4.1111 -0.1869 4.8892
C 2.7799 -0.7562 4.3951
C 2.4184 -2.0002 5.1851
O 2.8325 -1.0763 3.0279
C 2.4968 0.1460 2.3589
C 1.2884 0.6575 3.2118
O 1.7797 0.2536 4.5290
C -0.2436 0.2556 3.0750
O -0.6934 0.3479 1.8152
C -1.0536 1.2237 3.9865
C -0.5931 1.8158 5.1608
C -1.4068 2.6663 5.9003
C -2.7008 2.9409 5.4868
C -3.1666 2.3642 4.3138
C -2.3485 1.5249 3.5757
C -0.4560 -1.1832 3.5794
C -0.2178 -2.2123 2.6684
C -0.3773 -3.5349 3.0350
C -0.8195 -3.8658 4.3141
C -1.0836 -2.8510 5.2185
C -0.8892 -1.5221 4.8542
C 2.6061 0.1388 0.7626
O 1.4653 0.0289 0.0893
C 3.2480 1.5281 0.4935
C 2.4332 2.5840 0.0961
C 2.9589 3.8605 -0.0638
C 4.3052 4.1045 0.1628
C 5.1261 3.0604 0.5675
C 4.5959 1.7913 0.7392
C 3.4792 -1.0225 0.2274
C 4.3240 -0.8311 -0.8609
C 4.9217 -1.8996 -1.5187
C 4.6810 -3.1969 -1.1082
C 3.8176 -3.4100 -0.0393
C 3.2231 -2.3441 0.6123
H 4.9012 -0.9295 4.7659
H 4.0248 0.0681 5.9469
H 4.3839 0.7154 4.3455
H 3.2972 -2.6371 5.3060
H 1.6450 -2.5617 4.6773
H 2.0565 -1.7073 6.1714
H 3.2786 0.8556 2.6622
H 1.3042 1.7502 3.1769
H 0.4092 1.6114 5.5101
H -1.0173 3.1197 6.8059
H -3.3335 3.6088 6.0609
H -4.1675 2.5831 3.9595
H -2.6749 1.1052 2.6341
H 0.1063 -1.9493 1.6694
H -0.1572 -4.3188 2.3201
H -0.9584 -4.9034 4.5959
H -1.4342 -3.0875 6.2176
H -1.0830 -0.7389 5.5765
H 1.3701 2.4332 -0.0863
H 2.3001 4.6643 -0.3693
H 4.7131 5.1007 0.0308
H 6.1810 3.2358 0.7506
H 5.2408 0.9811 1.0654
H 4.4927 0.1694 -1.2344
H 5.5643 -1.7069 -2.3708
H 5.1394 -4.0340 -1.6233
H 3.5957 -4.4204 0.2893
H 2.5343 -2.5404 1.4163
C -0.7568 4.8404 -7.3774
C -0.6991 3.6065 -6.5205
C -0.4333 2.3626 -7.0761
C -0.3700 1.2228 -6.2833
C -0.5700 1.3336 -4.9231
C -0.8359 2.5694 -4.3429
C -0.8992 3.6960 -5.1423
S -0.5297 -0.0908 -3.8532
O 0.6477 0.0402 -3.0068
O -0.5757 -1.2530 -4.7306
N -1.7879 0.0590 -2.9102
C -3.0757 -0.0407 -3.3205
C -3.4960 -0.2121 -4.6284
C -4.8576 -0.2670 -4.9705
C -5.8377 -0.1690 -4.0276
C -5.4658 -0.0185 -2.6663
C -6.4357 0.0622 -1.6406
C -6.0454 0.1835 -0.3419
C -4.6601 0.2302 -0.0677
N -3.7398 0.1706 -0.9850
C -4.1064 0.0443 -2.2942
H -0.8228 4.5847 -8.4361
H 0.1338 5.4579 -7.2384
H -1.6196 5.4570 -7.1212
H -0.2815 2.2803 -8.1475
H -0.1782 0.2480 -6.7124
H -0.9924 2.6379 -3.2722
H -1.1126 4.6518 -4.6771
H -2.7620 -0.3186 -5.4127
H -5.1189 -0.3934 -6.0159
H -6.8882 -0.2102 -4.2903
H -7.4863 0.0222 -1.9094
H -6.7576 0.2454 0.4702
H -4.3127 0.3163 0.9578
O -1.5064 5.1623 -1.4481
C -1.2736 4.0244 -1.1078
N -1.0489 2.9086 -0.8068
C 0.1488 -4.6062 -2.6150
N -0.7307 -4.1931 -1.5475
C -0.9173 -5.0770 -0.4280
C -1.2138 -2.9271 -1.5202
O -1.8599 -2.4593 -0.6007
H -0.1994 -5.5416 -3.0653
H 1.1682 -4.7528 -2.2441
H 0.1705 -3.8336 -3.3837
H -1.4754 -5.9708 -0.7270
H -1.4729 -4.5448 0.3415
H 0.0484 -5.3928 -0.0203
H -0.9523 -2.3590 -2.4299
*
```

Computed properties:
- HOMO-LUMO gap: 6.65 eV
- Largest force on an atom: 1.239 eV/Å
- Energy above the lowest of the compared OMol25 structures with the same formula, charge and spin: 8.7 kcal per mole
- HOMO: -0.096 Ha

Löwdin population analysis, charges in e, atoms 1 to 4: atom 1 (Ba): 2.001, atom 2 (C): 0.004, atom 3 (C): -0.587, atom 4 (C): 0.020